Record 1
{"formula": "C5H11NS", "method": "ωB97M-V/def2-TZVPD", "symbols": ["C", "C", "C", "C", "C", "N", "S", "H", "H", "H", "H", "H", "H", "H", "H", "H", "H", "H"], "xyz": [[1.6807, 0.7720, 0.1056], [0.6670, 1.9365, -0.0783], [0.8385, -0.5068, 0.2030], [1.3883, -1.7300, -0.4845], [-3.1925, 0.0552, 0.0449], [-1.7851, -0.1623, 0.4368], [-0.7274, 0.2324, -0.5951], [2.3878, 0.6744, -0.8081], [2.2956, 0.9491, 1.0757], [0.2429, 2.5769, 0.7344], [0.8383, 2.3787, -0.9664], [0.6177, -0.7738, 1.2782], [1.7583, -1.5979, -1.4321], [0.7465, -2.5018, -0.5512], [2.2184, -1.9466, 0.3125], [-3.3639, -0.4259, -1.0011], [-3.3051, 1.1792, 0.1647], [-3.7142, -0.5954, 0.7518]], "charge": 0, "relative_energy_kcal_mol": 92.3, "homo_ev": -7.38, "lumo_ev": 0.77, "gap_ev": 8.151, "energy_ha": -649.892009}

Record 2
{"formula": "C5H11NS", "method": "ωB97M-V/def2-TZVPD", "symbols": ["C", "C", "C", "C", "C", "N", "S", "H", "H", "H", "H", "H", "H", "H", "H", "H", "H", "H"], "xyz": [[-1.8218, -0.6664, -0.0540], [-0.9934, -1.9368, -0.0668], [-0.8537, 0.3759, 0.3115], [-1.1935, 1.7961, -0.0580], [3.1311, 0.0093, -0.0167], [1.8292, 0.2763, 0.4195], [0.7050, -0.1737, -0.4830], [-2.2483, -0.6742, -1.1442], [-2.8247, -0.6630, 0.4464], [-0.8165, -2.4574, 0.8676], [-1.2756, -2.6810, -0.8094], [-0.4539, 0.1792, 1.3619], [-1.3262, 1.8395, -1.1538], [-0.3020, 2.4979, 0.0962], [-1.9421, 2.2658, 0.5582], [3.0921, -0.4162, -1.0492], [3.6354, -0.7119, 0.7137], [3.6589, 1.1406, 0.0600]], "charge": 0, "relative_energy_kcal_mol": 98.5, "homo_ev": [-7.69, -7.31], "lumo_ev": [0.36, 0.37], "gap_ev": [8.050, 7.675], "energy_ha": -649.882061}

Record 3
{"formula": "C5H11NSi", "method": "ωB97M-V/def2-TZVPD", "symbols": ["C", "C", "C", "C", "C", "N", "Si", "H", "H", "H", "H", "H", "H", "H", "H", "H", "H", "H"], "xyz": [[1.6964, 0.1908, 0.1951], [3.5233, -1.4947, 0.3433], [-2.5400, -0.5137, 1.1871], [-2.3905, 1.3229, -1.8493], [2.9825, -0.0885, 0.3415], [0.5451, 0.3662, 0.0777], [-2.2096, 1.0799, 0.0680], [3.5168, -1.8442, -0.7305], [4.4608, -1.4594, 0.7997], [3.1021, -2.3287, 0.8738], [-1.6861, -1.1885, 1.1866], [-2.5559, -0.0430, 2.1121], [-3.4008, -1.1569, 1.1673], [-1.5288, 1.9691, -2.1044], [-2.3547, 0.2267, -2.2999], [-3.2268, 1.9098, -2.1544], [3.7217, 0.7613, 0.2610], [-1.6554, 2.2910, 0.5252]], "charge": 0, "relative_energy_kcal_mol": 0.0, "spin_multiplicity": 3, "homo_ev": [-5.10, -10.05], "lumo_ev": [0.66, -1.49], "s2": 2.02, "gap_ev": [5.754, 8.555], "energy_ha": -541.175563}

Record 4
{"formula": "C5H11O", "method": "ωB97M-V/def2-TZVPD", "symbols": ["C", "C", "C", "C", "C", "O", "H", "H", "H", "H", "H", "H", "H", "H", "H", "H", "H"], "xyz": [[0.2413, 1.0081, 1.0231], [-0.5216, 0.1625, 0.0881], [-0.5624, -1.2841, 0.1952], [-1.6460, 0.9246, -0.5791], [2.0284, -0.0500, -0.4084], [0.7662, 0.7108, -0.2506], [0.1212, 2.0185, 1.2089], [0.8396, 0.5235, 1.7886], [-0.3666, -1.9393, -0.7711], [-1.6208, -1.4819, 0.5374], [0.1432, -1.6961, 0.8818], [-1.9957, 0.2112, -1.4381], [-1.1163, 1.8898, -0.8999], [-2.5189, 1.0900, 0.1362], [2.3140, -0.3376, 0.6578], [1.7602, -0.9173, -1.0559], [2.7104, 0.5257, -0.8270]], "charge": 1, "relative_energy_kcal_mol": 30.9, "homo_ev": -16.16, "lumo_ev": -2.85, "gap_ev": 13.315, "energy_ha": -271.978425}

Record 5
{"formula": "C5H11O2", "method": "ωB97M-V/def2-TZVPD", "symbols": ["C", "C", "H", "H", "H", "H", "H", "H", "C", "C", "C", "O", "O", "H", "H", "H", "H", "H"], "xyz": [[0.4744, -0.7783, 2.8790], [1.9690, -0.5054, 2.7064], [0.0927, -1.5896, 2.2675], [0.3191, -1.1137, 3.9045], [-0.0956, 0.0975, 2.6078], [2.5398, -1.1520, 3.3742], [2.1626, 0.5319, 2.9524], [2.2956, -0.6609, 1.6831], [0.3197, -0.0456, -1.5326], [1.1622, 0.8790, -0.6605], [-1.2043, 0.1496, -1.4350], [-1.8838, -0.8935, -1.6116], [-1.5916, 1.3199, -1.2407], [0.5291, 0.2187, -2.5816], [0.6686, -1.0676, -1.4834], [1.0736, 0.5434, 0.3757], [1.0395, 1.9354, -0.8350], [2.2292, 0.6034, -0.7618]], "charge": -1, "relative_energy_kcal_mol": 11.0, "homo_ev": -3.76, "lumo_ev": 3.50, "gap_ev": 7.260, "energy_ha": -347.632120}

Record 6
{"formula": "C5H11O2", "method": "ωB97M-V/def2-TZVPD", "symbols": ["C", "C", "C", "H", "H", "H", "H", "H", "H", "H", "H", "C", "C", "O", "O", "H", "H", "H"], "xyz": [[-1.7034, 0.1260, -0.3656], [-1.9655, -0.4065, 1.0450], [-0.8832, 1.4362, -0.3929], [-1.1362, -0.5924, -0.9603], [-2.6374, 0.2303, -0.9158], [-1.1525, -1.0313, 1.4173], [-2.9034, -0.9694, 1.0880], [-0.7037, 1.8337, 0.5998], [0.1089, 1.2497, -0.8187], [-2.1142, 0.4405, 1.7051], [-1.3812, 2.2195, -0.9646], [2.2989, -1.3020, -0.2541], [2.4850, 0.2252, -0.0587], [2.6312, 0.8785, -1.1170], [2.4158, 0.6654, 1.1161], [1.2356, -1.4761, -0.4422], [2.6283, -1.9898, 0.5260], [2.7768, -1.5376, -1.2074]], "charge": -1, "relative_energy_kcal_mol": 7.5, "homo_ev": -3.86, "lumo_ev": 3.88, "gap_ev": 7.740, "energy_ha": -347.637755}

Record 7
{"formula": "C5H11O2", "method": "ωB97M-V/def2-TZVPD", "symbols": ["C", "O", "C", "C", "C", "C", "O", "H", "H", "H", "H", "H", "H", "H", "H", "H", "H", "H"], "xyz": [[1.2495, 0.2196, 0.7227], [2.3982, 0.8109, 1.2878], [1.0729, 0.5041, -0.7371], [0.2546, -0.6585, -1.4413], [-1.0427, -0.9485, -0.6912], [-1.9458, 0.1769, -0.1907], [-2.3040, -0.0239, 1.0471], [1.2879, -0.9359, 0.8950], [0.3750, 0.5015, 1.3471], [2.9966, 0.1650, 1.5766], [0.5525, 1.4740, -0.9578], [2.0014, 0.5453, -1.0628], [-0.0692, -0.5092, -2.4522], [1.0182, -1.5056, -1.5040], [-0.6692, -1.6417, 0.0590], [-1.6874, -1.6417, -1.3038], [-2.7870, 0.3232, -0.9176], [-1.3023, 1.1675, -0.3338]], "smiles": "[O-]CCCCCO", "charge": -1, "relative_energy_kcal_mol": 83.5, "homo_ev": -2.11, "lumo_ev": 3.49, "gap_ev": 5.604, "energy_ha": -347.516631}

Record 8
{"formula": "C5H11O2", "method": "ωB97M-V/def2-TZVPD", "symbols": ["C", "O", "C", "C", "C", "C", "O", "H", "H", "H", "H", "H", "H", "H", "H", "H", "H", "H"], "xyz": [[0.6865, -2.0974, 0.8941], [0.4054, -3.4448, 0.5908], [-0.5468, -1.1192, 1.1163], [-0.3199, 0.2839, 0.7441], [0.3075, 0.6250, -0.5789], [-0.1036, 2.0267, -1.2977], [-1.2013, 1.6113, -2.0810], [1.1928, -1.7675, -0.1312], [1.5211, -1.7443, 1.6352], [-0.7881, -1.0114, 2.1760], [-1.2986, -1.5705, 0.4392], [-0.9879, 0.9870, 1.1222], [0.5093, 0.4692, 1.4238], [0.4895, -0.0269, -1.5219], [1.3605, 0.6935, -0.1565], [0.8569, 2.4771, -1.8467], [-0.3646, 2.8272, -0.5610], [-1.7185, 0.7811, -1.9667]], "smiles": "[O-]CCCCCO", "charge": -1, "relative_energy_kcal_mol": 117.2, "homo_ev": -2.03, "lumo_ev": 3.51, "gap_ev": 5.541, "energy_ha": -347.462862}

Record 9
{"formula": "C5H11O2", "method": "ωB97M-V/def2-TZVPD", "symbols": ["C", "C", "C", "H", "H", "H", "H", "H", "H", "H", "H", "C", "C", "O", "O", "H", "H", "H"], "xyz": [[1.1168, -1.4613, 0.4305], [-0.1299, -2.3340, 0.5292], [1.2788, -0.4086, 1.5112], [2.0220, -2.0350, 0.2310], [1.0493, -1.0305, -0.5680], [-1.0145, -1.7597, 0.8089], [0.7919, -0.7720, 2.4171], [2.3104, -0.0577, 1.4568], [-0.0380, -3.1162, 1.2973], [-0.3179, -2.8307, -0.4201], [0.7070, 0.4752, 1.2161], [-1.6918, 2.4304, -1.0195], [-0.3804, 1.8375, -1.5655], [0.6741, 2.0517, -0.9230], [-0.4956, 1.1421, -2.6091], [-1.7085, 3.5255, -1.1565], [-1.6769, 2.2361, 0.0434], [-2.4967, 2.1073, -1.6800]], "charge": -1, "relative_energy_kcal_mol": 13.1, "homo_ev": -3.79, "lumo_ev": 3.91, "gap_ev": 7.707, "energy_ha": -347.628825}

Record 10
{"formula": "C5H11O3", "method": "ωB97M-V/def2-TZVPD", "symbols": ["O", "C", "O", "C", "C", "C", "C", "H", "H", "H", "H", "H", "H", "H", "H", "H", "H", "H", "O"], "xyz": [[2.3561, -1.2327, -0.3781], [2.3771, 0.0439, 0.2080], [3.5071, 0.4818, 0.4653], [1.2318, 0.8138, -0.0082], [-0.0919, 0.1925, -0.3504], [-0.5271, -0.8188, 0.7253], [-1.2145, 1.2365, -0.4316], [1.4823, 0.1227, 1.1662], [1.4331, 1.8136, -0.4012], [-0.0691, -0.3402, -1.3144], [-0.5684, -0.3290, 1.7020], [-1.5324, -1.1998, 0.4959], [0.1876, -1.6457, 0.8219], [-2.1864, 0.7421, -0.5853], [-1.2104, 1.7879, 0.5161], [-1.0200, 1.9442, -1.2398], [3.3097, -1.3929, -0.4334], [-4.1123, -1.3226, -0.6883], [-3.3524, -0.8975, -0.2699]], "charge": -1, "relative_energy_kcal_mol": 116.7, "homo_ev": -2.97, "lumo_ev": 3.07, "gap_ev": 6.042, "energy_ha": -422.727638}

Record 11
{"formula": "C5H11O3", "method": "ωB97M-V/def2-TZVPD", "symbols": ["O", "C", "O", "C", "C", "C", "C", "H", "H", "H", "H", "H", "H", "H", "H", "H", "H", "H", "O"], "xyz": [[1.8450, 1.6899, 1.2348], [0.7622, 1.7979, 0.6193], [-0.0877, 2.7120, 0.6796], [0.4254, 0.6455, -0.3897], [0.8017, -0.7224, 0.1377], [-0.1890, -1.3266, 1.1376], [-0.9251, -2.5757, 0.6678], [-0.6533, 0.7299, -0.5771], [1.0511, 0.8247, -1.2620], [1.0172, -1.4187, -0.6793], [1.7655, -0.5917, 0.6480], [0.2921, -1.4021, 2.1158], [-0.9306, -0.5530, 1.3722], [-1.6853, -2.2887, -0.0604], [-1.4747, -2.9991, 1.5219], [-0.2884, -3.3437, 0.2377], [-1.8533, -0.3813, -3.1773], [-1.6478, -1.5097, -2.1676], [-1.8325, -1.3374, -3.0937]], "charge": -1, "relative_energy_kcal_mol": 14.6, "homo_ev": -4.04, "lumo_ev": 3.48, "gap_ev": 7.517, "energy_ha": -422.890443}

Record 12
{"formula": "C5H11OS", "method": "ωB97M-V/def2-TZVPD", "symbols": ["C", "O", "C", "C", "H", "H", "H", "H", "H", "H", "C", "C", "S", "H", "H", "H", "H", "H"], "xyz": [[-1.9008, -0.7236, -0.6081], [-1.4137, 0.5064, -1.1369], [-0.8786, -1.7958, -0.9082], [-0.2349, -2.3790, 0.1257], [-2.8554, -0.9719, -1.1015], [-2.0563, -0.6407, 0.4700], [-0.9918, 0.9578, -0.3340], [-0.7008, -2.0459, -1.9204], [0.2769, -3.3166, 0.0493], [-0.1546, -1.8309, 1.0627], [1.5654, 1.5801, -0.2450], [1.3485, 1.5343, 1.2758], [-0.3334, 0.9435, 1.5547], [0.9140, 2.3653, -0.6407], [1.2335, 0.6315, -0.6763], [2.6212, 1.8362, -0.5185], [1.5254, 2.5149, 1.7669], [2.0355, 0.8344, 1.7844]], "charge": -1, "relative_energy_kcal_mol": 27.0, "homo_ev": -2.82, "lumo_ev": 4.04, "gap_ev": 6.862, "energy_ha": -670.521479}